No. 1
9
Properties=species:S:1:pos:R:3:mulliken_charge:R:1 method="wB97M-V/def2-TZVPD" charge=0 lumo_energy_ev="-0.83 / -1.80" orbital_gap_ev="7.7 / 6.6" de_lowest_ev=3.738
C 1.312 1.189 0.429 -0.147
C 2.322 0.436 0.232 -0.056
C -0.164 -0.917 -0.231 -0.622
S -0.291 0.610 0.807 -0.038
S 0.878 -2.097 0.555 -0.128
Cl 3.842 0.134 -0.221 -0.092
H 1.383 2.188 0.668 0.383
H -1.231 -1.328 -0.340 0.338
H 0.149 -0.303 -1.116 0.363

No. 2
12
Properties=species:S:1:pos:R:3:mulliken_charge:R:1 method="wB97M-V/def2-TZVPD" charge=+2 lumo_energy_ev="-11.09 / -11.82" orbital_gap_ev="8.1 / 7.4" multiplicity=4
C -1.371 0.666 0.767 0.138
C -0.624 0.668 -0.535 -0.428
O 0.758 0.357 -0.412 -0.468
C 1.163 -0.982 -0.279 1.216
O 0.974 -1.789 0.616 -0.581
O 1.871 -1.263 -1.268 -0.605
O -0.919 0.239 1.807 -0.559
H -2.341 1.198 0.735 0.413
H -0.698 1.669 -0.979 0.341
H -1.157 -0.019 -1.213 0.384
Co 2.449 0.737 -1.385 1.200
Li -0.105 -1.483 2.147 0.948

No. 3
9
Properties=species:S:1:pos:R:3:mulliken_charge:R:1 method="wB97M-V/def2-TZVPD" charge=0 lumo_energy_ev="-0.72 / -1.60" orbital_gap_ev="6.8 / 6.9" de_lowest_ev=1.232 multiplicity=5
O -0.680 1.584 1.194 -0.496
Co -1.391 -2.655 1.490 0.143
O 0.063 -1.744 0.514 -0.468
C -0.637 -0.690 0.485 0.136
C -0.118 0.635 0.667 0.759
C 0.558 0.646 -0.821 -1.058
H -0.045 0.327 -1.685 0.306
H 1.551 0.176 -0.825 0.315
H 0.699 1.720 -1.017 0.364